Entry from the Open Molecules 2025 dataset: a cluster of 9 separate species, C96H216F6N3O7P4 in total in a non-equilibrium geometry (ωB97M-V/def2-TZVPD).

As for the HOMO energy: -14.38 eV. The energy above the lowest of the compared OMol25 structures with the same formula, charge and spin comes out at 0.00 kcal/mol. The energy is -6441.209827 hartree. Its HOMO-LUMO gap is 0.2556 hartree. The calculation puts the LUMO energy at -7.420 eV. As for the charge: +5.

```
332
Properties=species:S:1:pos:R:3:forces:R:3
C 3.1877 0.6311 -7.4088 -0.897 -0.893 -1.619
C 2.5666 1.7301 -6.6759 -1.259 1.442 0.471
N 1.0961 1.9487 -7.1565 -0.003 -0.236 -0.056
C 0.2758 0.6708 -6.9699 0.048 0.281 0.528
C 0.5231 3.1129 -6.3168 -1.252 -0.972 -0.852
C -0.9482 3.3528 -6.7177 0.508 -0.562 -0.568
C 0.9514 2.1881 -8.6572 0.513 1.095 -0.228
C 1.8020 3.3125 -9.2588 -0.012 1.020 1.438
O 1.2571 4.5740 -8.8610 0.344 0.598 -1.203
C 1.6658 5.6608 -9.7953 1.016 -0.712 1.049
H 4.1987 0.4650 -7.1586 1.217 0.065 0.301
H 3.1112 0.9567 -8.4671 0.564 -0.765 0.395
H 2.6720 -0.3210 -7.2933 0.212 -0.015 -0.024
H 3.1159 2.6270 -6.9845 -0.385 0.188 0.527
H 2.4995 1.6787 -5.5719 0.082 -0.163 -0.643
H 0.8504 -0.2101 -7.3025 -0.325 0.626 0.329
H -0.5982 0.7489 -7.6132 0.032 0.003 0.124
H -0.0476 0.5940 -5.9221 0.326 -0.034 -0.368
H 1.1037 4.0195 -6.5366 0.030 -0.515 0.160
H 0.5252 2.7660 -5.2741 0.288 0.305 -0.103
H -1.0381 3.7484 -7.7386 0.007 -0.254 0.281
H -1.2827 4.1369 -6.0904 -0.560 0.752 0.830
H -1.6115 2.4681 -6.5731 0.653 0.658 -0.078
H -0.1122 2.3565 -8.8873 0.531 0.012 0.287
H 1.2326 1.2756 -9.1351 0.130 -0.683 -0.292
H 1.7593 3.2959 -10.3396 0.192 -0.647 -0.317
H 2.8588 3.2727 -8.8892 -0.560 -0.241 -0.633
H 2.6975 6.0197 -9.5225 -0.965 -0.281 -0.097
H 0.9445 6.4613 -9.6445 0.078 -0.118 -0.259
H 1.7450 5.3055 -10.8419 -0.516 0.138 0.550
C -4.3053 -0.0953 -5.7384 -0.127 0.668 -1.030
C -4.3510 1.4065 -5.4662 0.121 -1.144 -0.046
N -4.5827 1.8389 -4.0343 0.018 0.220 0.344
C -3.9279 3.1950 -3.9979 -0.695 0.208 1.057
C -6.0959 2.0644 -3.7570 -1.229 -0.092 -0.458
C -6.9976 0.7976 -3.9899 2.048 0.893 -0.284
C -3.9618 0.9181 -2.9190 0.149 0.262 -1.613
C -3.7014 1.7080 -1.6432 -0.659 -1.611 0.607
O -4.9469 2.2327 -1.1773 1.075 -0.237 0.509
C -4.8933 2.7462 0.1698 -1.107 -0.591 -0.992
H -3.5135 -0.6377 -5.2308 0.113 0.050 -0.029
H -4.1371 -0.1048 -6.8458 -0.065 -0.534 0.871
H -5.2741 -0.5524 -5.5399 0.221 -0.168 -0.039
H -5.1711 1.7945 -6.0670 -0.058 0.353 0.186
H -3.4324 1.8949 -5.8197 -0.245 -0.268 0.347
H -4.3570 3.6444 -3.0997 0.502 0.414 -0.126
H -4.2405 3.7651 -4.8583 -0.317 0.041 -0.281
H -2.8372 3.1507 -3.9923 0.023 -0.425 0.254
H -6.4202 2.8278 -4.5055 0.418 -0.442 0.615
H -6.2318 2.4690 -2.7411 0.457 -0.240 -0.676
H -8.0366 0.9759 -3.7877 -0.369 0.439 0.156
H -6.6642 -0.0317 -3.3560 -0.126 -0.023 -0.369
H -6.8709 0.6164 -5.0595 -0.449 -0.693 0.242
H -3.0167 0.4696 -3.3201 -0.744 0.900 0.272
H -4.6520 0.0601 -2.8055 0.205 0.711 0.173
H -2.9544 2.4817 -1.7722 0.275 0.200 -0.085
H -3.2741 0.9315 -0.9408 -0.405 0.782 -0.317
H -5.7445 3.4125 0.2134 -0.172 0.134 0.338
H -4.0062 3.3122 0.3294 0.916 0.352 0.247
H -5.0198 1.9356 0.8915 0.225 0.085 0.027
C -0.6721 6.7689 -3.6383 -0.036 -0.159 -0.379
C -0.2185 7.3440 -2.3208 0.492 0.741 0.872
N 0.1148 6.2990 -1.2554 -0.294 -0.595 0.072
C 0.5854 7.0468 -0.0279 -0.765 -0.008 -0.277
C -1.1290 5.4181 -0.9443 -0.190 1.867 1.383
C -2.3894 6.2894 -0.5802 -0.238 -1.368 -1.528
C 1.2205 5.2980 -1.7538 -1.350 0.204 0.210
C 2.5602 5.9347 -2.1168 -1.549 1.873 1.748
O 3.3219 6.0521 -0.9062 -1.076 -0.479 -0.871
C 4.6595 6.4207 -1.1281 0.405 0.164 -0.033
H -1.6447 6.2380 -3.5223 0.880 0.030 -0.230
H 0.1442 6.1554 -4.0749 -0.841 0.002 0.211
H -0.8467 7.5575 -4.3808 0.032 0.072 0.408
H -0.9004 8.0956 -1.8811 -0.131 -0.806 -0.122
H 0.6981 7.9349 -2.3653 0.028 -0.144 -0.564
H 1.5280 7.5134 -0.3075 -0.278 0.405 0.198
H 0.8025 6.3662 0.7912 -0.112 -0.281 -0.129
H -0.2373 7.7358 0.2825 1.053 -0.311 -0.318
H -0.8341 4.8135 -0.0797 -0.012 -0.055 -0.371
H -1.2994 4.8043 -1.7998 -0.004 -0.596 -0.505
H -2.8251 6.7430 -1.4957 0.401 -0.058 0.536
H -2.1656 7.0595 0.1263 -0.028 0.362 0.512
H -3.2239 5.6467 -0.1993 0.956 0.381 -0.042
H 0.7042 4.8354 -2.6178 0.692 -0.158 0.483
H 1.3000 4.5410 -0.9373 0.088 0.533 -0.738
H 2.3739 6.9657 -2.5648 0.490 -1.185 0.268
H 3.0120 5.3101 -2.8370 0.873 -0.744 -0.855
H 5.2390 5.8487 -0.3947 0.175 0.447 -0.082
H 4.7913 7.5176 -1.0058 0.142 -0.682 -0.115
H 4.9571 6.0970 -2.1358 0.207 0.264 0.162
C -1.4651 -0.9456 9.2808 0.177 -0.366 0.276
C -1.4606 0.1164 10.4000 1.005 0.976 -1.205
C -1.9316 1.4990 9.8815 -0.269 -1.043 0.150
C -3.4541 1.4492 9.7774 0.231 -0.808 0.357
P -4.1502 2.7580 8.8710 -0.449 1.634 -1.004
C -5.8930 2.4917 8.6510 -0.199 -0.372 0.133
C -6.5934 3.4230 7.6693 0.060 -1.059 -1.613
C -8.1073 3.1665 7.5394 -0.390 1.137 2.090
C -8.8753 3.7400 8.8664 0.766 -2.196 -1.948
C -3.8617 4.3881 9.6155 0.241 -0.500 0.676
C -4.7628 4.7829 10.8388 0.213 -0.648 -0.454
C -4.4715 6.1775 11.3075 0.889 1.534 -2.159
C -4.7829 7.2615 10.2393 -1.672 -0.277 -0.128
C -3.4355 2.6994 7.1940 1.124 -0.139 0.380
C -2.2648 3.6614 6.9149 -1.232 -0.003 1.086
C -1.4547 3.2348 5.7067 -0.702 2.690 -0.440
C -0.1626 4.0839 5.7091 -0.533 -1.109 0.391
H -1.1201 -1.8866 9.7243 -0.197 0.033 -0.305
H -0.7851 -0.7105 8.4658 0.430 0.259 0.129
H -2.4065 -1.1461 8.7352 0.000 0.190 0.784
H -0.4476 0.2764 10.8140 -0.259 -0.426 -0.419
H -2.0416 -0.1811 11.2425 -0.685 -0.293 0.559
H -1.4753 1.6988 8.9103 0.005 -0.107 -0.096
H -1.6216 2.2914 10.5241 0.244 0.572 0.672
H -3.9433 1.3713 10.7696 0.254 -0.145 -0.527
H -3.6727 0.5735 9.1469 -0.351 -0.048 0.481
H -6.3021 2.5215 9.6391 -0.507 0.318 0.812
H -6.0048 1.4346 8.3980 -0.059 -0.028 -0.416
H -6.1593 3.1907 6.6752 -0.171 0.137 0.299
H -6.3362 4.4584 7.8164 -0.157 0.553 0.468
H -8.2753 2.0996 7.3960 -0.074 -0.070 0.199
H -8.5083 3.6644 6.6488 0.141 0.037 0.256
H -9.9068 3.4113 8.8158 -0.176 -0.017 0.144
H -8.8641 4.7973 8.8083 0.163 1.060 0.256
H -8.4327 3.3416 9.7923 -0.105 0.317 -0.333
H -3.8406 5.0569 8.7509 -0.291 0.374 0.398
H -2.8341 4.3459 10.0207 -0.180 0.118 -0.379
H -4.5319 4.1123 11.6717 -0.041 -0.254 -0.179
H -5.8350 4.6814 10.6369 0.137 -0.006 -0.200
H -3.4010 6.3519 11.4593 -0.070 -0.513 0.701
H -5.0341 6.4293 12.1667 -0.383 -0.022 1.104
H -4.8511 8.2412 10.7421 0.225 -0.333 -0.470
H -5.7912 7.0777 9.7529 0.918 0.213 0.583
H -4.0644 7.2860 9.4171 0.131 0.141 0.230
H -4.2144 2.8135 6.4576 -0.246 -0.267 -0.218
H -2.9452 1.7144 7.1461 -0.692 -0.112 -0.205
H -1.6992 3.6500 7.8350 0.841 0.001 0.145
H -2.6558 4.6900 6.8894 0.278 -0.172 -0.546
H -2.0721 3.5595 4.8363 0.408 -0.611 0.194
H -1.3523 2.1724 5.6953 0.490 -0.723 -0.095
H 0.4994 3.8121 4.8802 -0.116 0.618 0.096
H 0.3351 3.8705 6.6400 0.634 -0.345 0.300
H -0.4284 5.1325 5.8522 0.144 0.082 -0.848
C 7.8253 -9.9072 -0.1831 -1.516 1.301 -2.686
C 7.0649 -8.8190 -1.1158 0.622 -1.481 1.806
C 5.7020 -8.4695 -0.5576 -0.863 -0.139 -1.322
C 5.0542 -7.3708 -1.4017 -1.628 0.144 -0.053
P 3.4939 -6.7477 -0.6255 2.171 -0.629 0.343
C 3.9265 -5.8259 0.8477 0.777 1.061 -0.098
C 5.2949 -4.9878 0.8529 -0.855 -0.750 1.416
C 5.1802 -3.8499 1.9321 0.184 0.949 -2.596
C 4.6302 -2.5983 1.2013 -0.618 -0.372 -0.413
C 2.6901 -5.5969 -1.6921 1.055 0.647 -1.216
C 3.6631 -4.4541 -2.1604 -0.773 -0.592 -0.517
C 2.9019 -3.3404 -2.8855 0.139 0.551 -0.469
C 2.2324 -3.7630 -4.1953 1.742 -0.560 -1.191
C 2.4284 -8.0696 -0.1257 -1.561 -0.618 -1.118
C 2.0020 -9.0943 -1.2465 0.373 0.432 0.654
C 0.9447 -10.0941 -0.7737 0.139 -0.916 0.395
C 1.6710 -11.1957 0.0545 -1.337 -0.298 -0.288
H 8.7677 -10.0633 -0.6829 0.602 -0.081 0.535
H 7.2833 -10.8420 -0.2184 -0.203 -0.230 0.057
H 7.8403 -9.5426 0.8125 0.540 0.238 0.906
H 7.0027 -9.1937 -2.1247 -0.140 -0.187 -0.387
H 7.6437 -7.9055 -1.1455 0.379 0.238 -0.013
H 5.7808 -8.0354 0.4085 0.336 0.010 1.268
H 5.0095 -9.3280 -0.5061 0.448 0.138 0.073
H 4.7252 -7.6756 -2.4059 0.456 -0.162 0.069
H 5.7246 -6.5242 -1.4858 0.131 0.246 -0.184
H 3.9807 -6.5338 1.6795 -0.305 0.257 0.028
H 3.0420 -5.1620 0.9407 0.445 -0.235 0.511
H 5.6539 -4.6793 -0.1392 -0.359 0.251 0.447
H 6.0506 -5.6567 1.2420 0.257 -0.444 -0.162
H 6.1525 -3.5740 2.3516 -0.138 -0.443 0.094
H 4.4736 -4.1289 2.6841 -0.132 -0.327 0.714
H 5.1791 -2.4412 0.2391 -0.058 0.340 0.949
H 4.5735 -1.7183 1.8595 0.294 -0.111 -0.410
H 3.5930 -2.7896 0.8646 0.234 0.040 0.242
H 1.8297 -5.2169 -1.1494 -0.311 -0.006 -0.284
H 2.4820 -6.1328 -2.6172 -0.833 -0.127 0.104
H 4.4068 -4.8991 -2.8649 -0.308 0.374 0.657
H 4.1463 -4.0087 -1.3076 0.361 0.093 0.201
H 3.6167 -2.5107 -3.0525 -0.292 -0.319 -0.087
H 2.1314 -2.9324 -2.2342 -0.056 0.067 0.297
H 2.9323 -4.3775 -4.8345 -0.318 0.742 0.574
H 1.8616 -2.9753 -4.8660 0.119 0.083 0.574
H 1.4495 -4.4540 -4.0317 -1.186 -0.571 0.394
H 1.4875 -7.5540 0.0601 -0.113 0.231 0.655
H 2.7646 -8.5281 0.7975 0.163 -0.108 0.065
H 2.8803 -9.6893 -1.5069 -0.032 0.144 -0.449
H 1.6434 -8.5205 -2.1013 0.134 -0.031 -0.175
H 0.4801 -10.6124 -1.6497 0.429 0.542 0.563
H 0.0924 -9.6775 -0.1968 0.663 0.211 -0.307
H 2.3752 -10.8748 0.8153 -0.019 0.420 0.091
H 2.2004 -11.8424 -0.6338 0.244 -0.167 -0.107
H 0.9104 -11.8188 0.5456 0.332 0.089 -0.018
C -6.8090 -6.1801 3.2289 -0.358 -0.675 0.079
C -5.8470 -5.3867 2.3968 -0.928 0.434 -1.432
C -6.0221 -5.6044 0.8504 0.826 -1.212 0.590
C -5.0045 -4.9357 -0.0648 -0.708 0.568 -0.552
P -5.0943 -3.1208 -0.0634 0.997 -1.576 -0.904
C -4.2443 -2.7003 -1.6518 -0.425 -0.050 1.014
C -3.1222 -3.5978 -2.2009 -0.973 0.431 -1.278
C -2.4954 -2.9042 -3.4422 1.417 0.046 0.893
C -1.6502 -1.6743 -3.0633 -0.033 -0.766 0.799
C -6.7131 -2.4504 -0.3411 -1.192 0.371 -1.505
C -7.6472 -2.1497 0.8248 -0.016 -0.464 0.585
C -8.8005 -1.2596 0.3448 -0.937 -0.812 0.132
C -9.8326 -0.7932 1.3872 0.778 -1.349 0.369
C -4.3673 -2.5124 1.4356 0.953 1.101 -0.372
C -3.7025 -1.0907 1.2444 -1.610 -0.698 -2.128
C -3.3466 -0.4865 2.5231 1.207 0.940 0.848
C -2.3552 -1.3280 3.3016 -0.011 0.896 0.881
H -6.9887 -5.7650 4.2222 0.166 0.006 -0.120
H -6.4757 -7.1964 3.3344 0.352 -0.526 0.285
H -7.7554 -6.2960 2.7313 -0.679 0.265 -0.190
H -4.8456 -5.5375 2.7496 0.778 0.077 -0.176
H -6.1266 -4.3592 2.5549 0.206 0.799 0.223
H -6.9927 -5.2933 0.4705 -0.424 0.001 0.444
H -5.9437 -6.6767 0.5890 -0.163 0.293 0.389
H -5.2782 -5.2046 -1.1095 0.260 0.071 0.468
H -3.9568 -5.2124 0.0894 -0.048 -0.120 0.238
H -4.0153 -1.6472 -1.5030 0.478 0.168 -0.320
H -5.0939 -2.7319 -2.3350 -0.020 0.029 -0.245
H -3.5713 -4.5605 -2.4824 0.045 0.312 -0.171
H -2.3990 -3.8780 -1.4801 0.967 0.124 0.898
H -3.2521 -2.5910 -4.1269 -0.738 -0.092 -0.579
H -1.7768 -3.5537 -3.9651 -0.626 -0.208 0.074
H -1.2736 -1.1061 -3.8896 0.099 0.224 -0.780
H -0.7765 -1.9921 -2.4977 0.155 -0.065 0.099
H -2.1743 -0.9850 -2.4199 -0.263 0.144 0.322
H -7.2448 -3.1727 -1.0252 0.558 0.512 0.484
H -6.5774 -1.5388 -0.9981 -0.012 -0.670 0.775
H -7.1322 -1.7184 1.6628 0.526 0.692 0.335
H -7.9455 -3.1324 1.2599 -0.459 0.641 -0.460
H -9.2590 -1.8859 -0.4337 -0.392 0.491 0.010
H -8.4694 -0.3481 -0.1152 0.802 0.305 -0.566
H -10.6987 -0.3058 0.9827 -0.273 0.183 -0.472
H -9.3766 -0.1298 2.1072 0.227 0.329 0.185
H -10.1649 -1.6600 1.9520 -0.290 -0.067 0.125
H -3.5858 -3.2435 1.6881 -0.172 -0.014 0.429
H -5.1599 -2.5326 2.2036 0.507 0.108 -0.191
H -4.4351 -0.3780 0.7730 0.348 -0.741 -0.064
H -2.8450 -1.1793 0.5341 -0.399 -0.042 0.562
H -4.2620 -0.2731 3.0613 -0.251 -0.253 0.509
H -2.9274 0.5111 2.3407 0.108 -0.002 -0.051
H -2.1511 -0.8037 4.2446 -0.092 -0.414 0.081
H -1.3798 -1.4112 2.8275 -0.052 -0.143 -0.412
H -2.7475 -2.3168 3.4857 0.185 -0.380 0.254
C 11.6955 2.8562 -0.3214 1.149 -0.551 -0.584
C 10.8734 3.7407 -1.2526 0.134 -0.451 0.399
C 9.3782 3.7577 -0.8706 0.792 -0.777 -0.702
C 8.8967 2.3237 -1.1285 -0.114 -0.780 0.090
P 7.1170 1.9164 -1.1627 1.331 -0.689 -0.684
C 6.3611 2.8579 -2.5421 0.232 0.537 0.764
C 6.9419 2.5493 -3.8880 -0.168 -0.555 -1.262
C 6.1086 3.1300 -5.0416 -0.009 0.841 0.222
C 6.6701 3.1393 -6.4615 -1.222 -1.296 -0.012
C 6.9250 0.0719 -1.3637 -0.696 0.716 -0.298
C 7.8635 -0.7105 -2.3180 -0.245 0.101 0.474
C 7.5141 -2.2307 -2.3166 -0.378 0.346 1.576
C 7.9071 -2.9650 -0.9914 0.505 0.411 -0.253
C 6.4027 2.3614 0.3897 -0.089 -0.492 0.356
C 4.9003 2.1515 0.5355 -0.079 0.579 -1.045
C 4.3779 2.6713 1.8575 -0.966 -0.957 -0.264
C 2.8186 2.6326 1.8323 2.128 -0.975 0.742
H 12.7680 3.0489 -0.4530 -0.182 -0.031 -0.399
H 11.5842 1.7726 -0.5575 -0.066 0.692 0.479
H 11.6010 3.0703 0.7305 -0.703 -0.104 0.471
H 11.0555 3.3835 -2.2635 -0.428 -0.148 -0.276
H 11.2955 4.7198 -1.2720 0.063 0.945 0.297
H 8.8263 4.3793 -1.5419 -0.319 0.878 -0.377
H 9.2946 4.1409 0.1416 -0.318 -0.265 0.211
H 9.5033 1.6064 -0.5320 -0.828 0.246 -0.175
H 9.1488 2.0920 -2.1717 0.256 -0.014 0.034
H 6.5692 3.9445 -2.4433 -0.517 -0.494 0.741
H 5.2973 2.6472 -2.4700 -0.293 0.170 -0.154
H 7.0897 1.5038 -4.0195 -0.147 -1.096 -0.252
H 7.9381 2.9289 -3.9068 0.837 0.616 -0.246
H 5.8918 4.1337 -4.7267 0.040 1.003 -0.017
H 5.1222 2.7266 -5.0519 -0.821 -0.990 0.145
H 6.9401 2.1135 -6.7174 0.565 0.114 -0.111
H 7.4629 3.8210 -6.5420 1.434 0.596 -0.195
H 5.9610 3.4165 -7.2685 -0.051 0.080 0.818
H 5.9120 -0.0812 -1.7885 0.157 0.177 0.527
H 6.9059 -0.2564 -0.2989 0.176 -0.192 -0.769
H 8.9023 -0.5864 -1.9736 -0.195 -0.111 -0.315
H 7.7745 -0.2850 -3.3480 0.129 -0.443 0.827
H 8.1078 -2.6299 -3.1362 -0.474 -0.488 -0.103
H 6.4022 -2.4330 -2.3751 1.088 0.474 -0.776
H 8.9482 -2.7898 -0.7224 0.440 -0.481 -0.597
H 7.6933 -4.0430 -1.1028 0.278 0.513 0.252
H 7.4774 -2.5851 -0.0589 -0.888 -0.037 -0.388
H 6.6691 3.4097 0.4786 -0.092 0.350 0.356
H 6.9785 1.8087 1.1354 0.083 0.049 0.146
H 4.5359 1.1201 0.3402 0.539 0.385 0.250
H 4.4906 2.7557 -0.2829 -0.475 -0.031 0.082
H 4.6624 3.6940 2.0355 0.507 0.379 0.063
H 4.8400 2.0091 2.6264 -0.698 0.656 -0.062
H 2.3723 3.1524 1.0359 -0.206 1.137 -1.135
H 2.4652 2.9833 2.7619 -0.689 0.486 1.045
H 2.4986 1.6259 1.7082 -0.349 -1.063 0.064
C -1.7026 -5.0614 1.7127 0.691 -3.180 2.819
O -2.0228 -6.4541 1.2766 -0.754 -0.861 -0.068
O -2.1126 -4.8299 2.9048 -0.856 1.626 -0.141
C -0.1499 -5.0842 1.7192 2.894 -0.713 0.725
F 0.5223 -5.9061 2.6381 -1.849 0.524 -1.021
F 0.3823 -5.5319 0.5133 -0.217 0.747 0.105
F 0.4586 -3.8847 1.9988 -0.831 -0.121 -0.880
C -2.4562 -7.4379 2.2903 0.361 0.951 -0.521
C -3.0411 -8.6138 1.5624 -0.147 -0.137 -0.808
H -2.2790 -9.0789 0.9140 -0.450 0.206 0.000
H -3.3412 -9.3744 2.2802 -0.112 -0.030 0.095
H -3.9414 -8.3199 0.9672 0.746 -0.270 0.324
H -3.2097 -7.0611 2.9919 0.361 0.449 -0.216
H -1.5907 -7.7573 2.8658 0.123 0.089 0.166
H -2.0601 -4.5420 0.8405 -0.122 1.249 -1.052
C -0.1498 1.6345 -2.4559 0.185 1.592 0.337
O 0.0321 2.2175 -1.0941 -0.380 -0.185 -0.855
O -0.4852 2.5394 -3.3479 -0.064 -0.126 0.144
C 1.1941 0.9821 -2.7699 0.229 0.016 -1.406
F 1.0544 0.3251 -3.9760 0.340 0.263 0.110
F 2.2340 1.8530 -2.9233 -0.555 -0.233 0.023
F 1.5995 0.0477 -1.9326 0.234 -0.451 0.855
C -0.2846 1.3281 -0.0456 0.053 1.033 0.409
C -0.6078 2.1461 1.1827 0.198 0.031 0.940
H 0.2226 2.8061 1.4576 -0.118 0.028 -0.308
H -1.5252 2.7524 1.1547 0.150 -0.282 -0.317
H -0.6773 1.4693 2.0384 -0.249 -0.038 0.029
H 0.5759 0.7128 0.1773 0.156 -0.519 0.106
H -1.1363 0.7025 -0.3018 -0.152 -0.325 -0.162
H -0.8635 0.8153 -2.3288 -0.231 -0.486 0.152
```
Forces are in eV/Å.